Model i:
{"formula": "C31H47N4Tl", "method": "ωB97M-V with the def2-TZVPD basis set", "elements": ["Tl", "C", "C", "N", "C", "C", "N", "C", "C", "N", "H", "H", "H", "H", "H", "H", "H", "H", "H", "H", "H", "H", "H", "H", "H", "C", "C", "C", "C", "C", "C", "C", "H", "H", "H", "H", "H", "H", "H", "H", "C", "C", "C", "C", "C", "C", "C", "C", "N", "C", "C", "C", "C", "C", "C", "C", "C", "C", "C", "H", "H", "H", "H", "H", "H", "H", "H", "H", "H", "H", "H", "H", "H", "H", "H", "H", "H", "H", "H", "H", "H", "H", "H"], "xyz": [[0.366, -1.983, -0.545], [-1.557, -3.001, 2.286], [-0.098, -2.815, 2.688], [0.849, -3.364, 1.706], [0.771, -4.825, 1.517], [0.679, -5.221, 0.049], [-0.375, -4.485, -0.668], [-1.746, -4.763, -0.198], [-2.554, -3.498, 0.062], [-1.844, -2.534, 0.921], [-2.175, -2.472, 3.016], [-1.842, -4.050, 2.379], [0.040, -3.257, 3.682], [0.115, -1.746, 2.781], [1.787, -3.127, 2.005], [-0.084, -5.215, 2.070], [1.644, -5.319, 1.948], [0.534, -6.305, -0.014], [1.626, -4.994, -0.447], [-0.308, -4.725, -1.652], [-1.694, -5.365, 0.710], [-2.288, -5.376, -0.920], [-3.522, -3.791, 0.483], [-2.759, -2.995, -0.887], [-2.403, -1.691, 0.967], [0.839, -3.818, -4.272], [1.649, -2.775, -3.553], [2.672, -3.137, -2.679], [3.458, -2.173, -2.055], [3.230, -0.826, -2.300], [2.210, -0.451, -3.166], [1.425, -1.416, -3.781], [1.169, -3.915, -5.307], [-0.220, -3.557, -4.299], [0.949, -4.800, -3.809], [2.883, -4.189, -2.514], [4.269, -2.480, -1.406], [3.864, -0.074, -1.848], [2.037, 0.596, -3.381], [0.644, -1.115, -4.469], [2.199, 5.776, 2.881], [2.187, 4.379, 2.325], [3.331, 3.553, 2.445], [3.427, 2.228, 1.993], [4.685, 1.430, 2.188], [2.311, 1.716, 1.386], [1.116, 2.510, 1.185], [1.092, 3.864, 1.695], [0.201, 1.877, 0.516], [-1.056, 2.407, 0.047], [-1.985, 2.749, 1.242], [-3.340, 3.213, 0.696], [-3.984, 2.094, -0.126], [-3.080, 1.747, -1.310], [-2.890, 2.980, -2.197], [-2.244, 4.098, -1.376], [-3.138, 4.450, -0.184], [-0.870, 3.647, -0.865], [-1.717, 1.297, -0.783], [3.197, 6.071, 3.195], [1.539, 5.848, 3.745], [1.852, 6.491, 2.136], [4.202, 3.984, 2.929], [5.546, 2.081, 2.326], [4.877, 0.790, 1.329], [4.603, 0.795, 3.071], [2.265, 0.711, 0.984], [0.201, 4.463, 1.587], [-1.549, 3.529, 1.868], [-2.105, 1.859, 1.867], [-3.979, 3.463, 1.546], [-4.965, 2.415, -0.481], [-4.149, 1.212, 0.502], [-3.523, 0.937, -1.894], [-3.854, 3.316, -2.585], [-2.265, 2.735, -3.060], [-2.098, 4.981, -2.001], [-4.105, 4.811, -0.540], [-2.695, 5.263, 0.400], [-0.392, 4.469, -0.333], [-0.220, 3.372, -1.700], [-1.049, 1.025, -1.606], [-1.821, 0.411, -0.146]], "charge": 2, "homo_lumo_gap_ev": 5.3}

---

Model ii:
{"formula": "C31H47N4Tl", "method": "ωB97M-V with the def2-TZVPD basis set", "elements": ["Tl", "C", "C", "N", "C", "C", "N", "C", "C", "N", "H", "H", "H", "H", "H", "H", "H", "H", "H", "H", "H", "H", "H", "H", "H", "C", "C", "C", "C", "C", "C", "C", "H", "H", "H", "H", "H", "H", "H", "H", "C", "C", "C", "C", "C", "C", "C", "C", "N", "C", "C", "C", "C", "C", "C", "C", "C", "C", "C", "H", "H", "H", "H", "H", "H", "H", "H", "H", "H", "H", "H", "H", "H", "H", "H", "H", "H", "H", "H", "H", "H", "H", "H"], "xyz": [[1.627, -0.191, 0.651], [-0.033, -2.620, 2.460], [0.464, -3.577, 1.376], [1.170, -2.877, 0.290], [2.495, -3.415, -0.053], [3.521, -3.248, 1.067], [3.577, -1.882, 1.599], [3.476, -1.760, 3.059], [2.133, -2.234, 3.605], [0.991, -1.658, 2.878], [-0.404, -3.219, 3.299], [-0.877, -2.049, 2.060], [-0.408, -4.108, 0.993], [1.122, -4.332, 1.807], [0.593, -2.887, -0.542], [2.846, -2.876, -0.938], [2.454, -4.482, -0.303], [4.486, -3.551, 0.657], [3.297, -3.941, 1.877], [4.418, -1.412, 1.291], [3.615, -0.706, 3.310], [4.258, -2.331, 3.574], [2.101, -1.972, 4.663], [2.072, -3.322, 3.552], [0.553, -0.939, 3.441], [3.535, 3.261, 1.311], [3.480, 2.452, 0.042], [2.569, 2.769, -0.964], [2.570, 2.083, -2.172], [3.479, 1.054, -2.389], [4.387, 0.721, -1.391], [4.382, 1.415, -0.186], [4.111, 4.173, 1.145], [4.023, 2.715, 2.119], [2.540, 3.568, 1.637], [1.879, 3.593, -0.813], [1.888, 2.380, -2.961], [3.513, 0.545, -3.345], [5.128, -0.049, -1.570], [5.130, 1.192, 0.570], [0.925, -1.869, -4.426], [-0.230, -1.130, -3.805], [-1.387, -0.832, -4.551], [-2.483, -0.101, -4.047], [-3.685, 0.184, -4.912], [-2.425, 0.345, -2.757], [-1.289, 0.034, -1.910], [-0.196, -0.701, -2.509], [-1.166, 0.269, -0.631], [-2.066, 1.028, 0.191], [-3.374, 0.162, 0.376], [-4.311, 0.878, 1.348], [-4.682, 2.267, 0.817], [-3.403, 3.107, 0.682], [-2.740, 3.241, 2.055], [-2.377, 1.847, 2.576], [-3.651, 1.006, 2.722], [-1.428, 1.170, 1.586], [-2.453, 2.441, -0.317], [0.597, -2.499, -5.251], [1.435, -2.491, -3.692], [1.653, -1.160, -4.825], [-1.434, -1.175, -5.581], [-3.497, -0.072, -5.952], [-3.956, 1.238, -4.859], [-4.547, -0.394, -4.574], [-3.269, 0.887, -2.369], [0.689, -0.872, -1.909], [-3.087, -0.818, 0.768], [-3.854, 0.011, -0.591], [-5.212, 0.264, 1.426], [-5.365, 2.754, 1.514], [-5.195, 2.191, -0.147], [-3.656, 4.095, 0.296], [-3.428, 3.726, 2.750], [-1.847, 3.869, 1.987], [-1.882, 1.930, 3.544], [-4.335, 1.494, 3.419], [-3.416, 0.016, 3.125], [-1.159, 0.171, 1.947], [-0.513, 1.766, 1.495], [-1.533, 3.027, -0.417], [-2.925, 2.414, -1.294]], "charge": 2, "homo_lumo_gap_ev": 4.9}

---

So which one wins? Going from most stable to least: model i, model ii.

---

Model i:
{"formula": "C2N2S3", "method": "ωB97M-V with the def2-TZVPD basis set", "elements": ["N", "C", "S", "S", "S", "C", "N"], "xyz": [[-1.836, -0.560, -0.031], [-1.709, 0.566, -0.193], [-1.283, 2.168, -0.260], [0.635, 1.391, 0.594], [1.749, 0.150, -0.554], [1.237, -1.341, -0.038], [1.208, -2.374, 0.481]], "smiles": "N#CSSSC#N", "homo_lumo_gap_ev": 8.4}

---

Model ii:
{"formula": "C2N2S3", "method": "ωB97M-V with the def2-TZVPD basis set", "elements": ["C", "C", "N", "N", "S", "S", "S"], "xyz": [[1.517, 0.865, 1.100], [-1.965, -0.725, -0.201], [1.347, 0.793, 2.240], [-2.264, -1.049, 0.851], [2.139, 0.969, -0.440], [-1.305, -0.121, -1.620], [0.531, -0.732, -1.930]], "homo_lumo_gap_ev": [6.8, 7.0]}

---

So which one wins? Going from most stable to least: model i, model ii.

---

Model i:
{"formula": "C10H11N2", "method": "ωB97M-V with the def2-TZVPD basis set", "elements": ["C", "C", "C", "C", "C", "C", "C", "C", "C", "C", "N", "N", "H", "H", "H", "H", "H", "H", "H", "H", "H", "H", "H"], "xyz": [[-3.312, 0.214, -0.524], [-2.573, 0.885, 0.473], [-2.741, -0.939, -1.148], [-1.389, 0.411, 0.980], [-1.587, -1.439, -0.537], [-0.893, -0.765, 0.419], [2.367, -1.686, -0.266], [2.814, -0.233, -0.338], [0.449, -1.013, 0.890], [2.152, 2.019, 0.017], [1.238, -1.981, 0.341], [2.015, 0.709, 0.083], [-4.224, 0.675, -0.745], [-3.024, 1.771, 0.866], [-3.315, -1.578, -1.836], [-0.829, 0.979, 1.645], [-1.123, -2.304, -1.051], [3.013, -2.494, -0.398], [3.771, -0.023, -0.797], [0.816, -0.454, 1.774], [2.778, 2.465, 0.729], [1.153, 2.470, 0.355], [2.448, 2.311, -0.932]], "charge": 1, "homo_lumo_gap_ev": 8.0}

---

Model ii:
{"formula": "C10H11N2", "method": "ωB97M-V with the def2-TZVPD basis set", "elements": ["C", "C", "C", "C", "C", "C", "C", "C", "C", "C", "N", "N", "H", "H", "H", "H", "H", "H", "H", "H", "H", "H", "H"], "xyz": [[3.622, 1.077, -0.056], [2.445, 1.794, -0.227], [3.588, -0.218, 0.453], [1.251, 1.175, -0.078], [2.367, -0.901, 0.637], [1.376, -0.109, 0.206], [-0.777, -2.795, -0.744], [-4.242, 1.631, 0.196], [-2.603, 0.063, -0.141], [-1.076, -1.714, -0.116], [-3.141, 1.077, 0.477], [-1.768, -0.780, 0.550], [4.545, 1.598, -0.093], [2.362, 2.866, -0.460], [4.522, -0.690, 0.732], [0.321, 1.527, -0.313], [2.262, -1.944, 0.720], [-1.426, -3.596, -0.753], [0.044, -3.016, -1.361], [-4.829, 1.209, -0.679], [-4.608, 2.513, 0.717], [-2.634, -0.210, -1.239], [-1.601, -0.557, 1.573]], "charge": 1, "homo_lumo_gap_ev": [7.4, 6.4]}

---

So which one wins? Going from most stable to least: model i, model ii.